[1]
{"formula": "C8H4Cl24INO2", "method": "the ωB97M-V functional and the def2-TZVPD basis", "homo_ev": -9.416, "elements": ["C", "N", "C", "O", "O", "I", "H", "H", "H", "H", "C", "Cl", "Cl", "Cl", "Cl", "C", "Cl", "Cl", "Cl", "Cl", "C", "Cl", "Cl", "Cl", "Cl", "C", "Cl", "Cl", "Cl", "Cl", "C", "Cl", "Cl", "Cl", "Cl", "C", "Cl", "Cl", "Cl", "Cl"], "positions_angstrom": [[1.29, 0.68, -0.04], [0.25, 1.14, 0.92], [-0.72, 1.88, 0.23], [-0.76, 3.08, 0.13], [-1.65, 1.12, -0.43], [-2.52, -0.32, 0.66], [2.18, 1.30, 0.00], [1.53, -0.37, 0.10], [0.88, 0.76, -1.05], [0.65, 1.71, 1.64], [0.09, 1.40, -4.54], [1.11, 2.66, -5.26], [-0.42, 0.26, -5.79], [1.03, 0.53, -3.31], [-1.32, 2.13, -3.78], [-6.41, 1.76, -0.52], [-7.83, 1.32, -1.47], [-6.89, 2.83, 0.80], [-5.65, 0.31, 0.14], [-5.24, 2.60, -1.55], [-9.70, -1.73, -3.38], [-8.08, -1.73, -4.10], [-9.66, -2.62, -1.86], [-10.20, -0.06, -3.07], [-10.84, -2.49, -4.49], [5.48, 0.63, 1.53], [4.50, 0.72, 0.06], [5.07, 2.00, 2.57], [5.13, -0.90, 2.35], [7.19, 0.70, 1.12], [5.74, 0.16, 6.89], [6.11, -1.35, 7.73], [3.99, 0.45, 6.94], [6.58, 1.50, 7.68], [6.26, 0.04, 5.21], [4.57, -4.42, -0.42], [6.18, -4.62, -1.09], [4.51, -5.14, 1.19], [4.20, -2.70, -0.29], [3.38, -5.20, -1.46]], "nbo_charge": [-0.43, -0.69, 0.88, -0.56, -0.69, 0.48, 0.20, 0.20, 0.21, 0.39, -0.23, 0.06, 0.06, 0.05, 0.07, -0.23, 0.05, 0.05, 0.04, 0.06, -0.23, 0.06, 0.06, 0.06, 0.06, -0.23, 0.05, 0.06, 0.06, 0.06, -0.23, 0.06, 0.05, 0.06, 0.06, -0.23, 0.06, 0.05, 0.05, 0.06]}

=====

[2]
{"formula": "C8H4N2O5Zn", "method": "the ωB97M-V functional and the def2-TZVPD basis", "homo_ev": -16.915, "charge": 2, "elements": ["O", "C", "Zn", "O", "C", "C", "O", "C", "O", "C", "O", "N", "C", "C", "N", "C", "H", "H", "H", "H"], "positions_angstrom": [[0.00, -0.01, -4.92], [0.00, 0.01, -3.78], [0.00, 0.00, -1.16], [2.09, -2.64, -1.28], [1.38, -1.75, -1.33], [-1.36, 1.75, -1.29], [-2.09, 2.64, -1.25], [-1.75, -1.38, -1.33], [-2.66, -2.07, -1.28], [1.74, 1.39, -1.29], [2.66, 2.06, -1.26], [0.06, 0.70, 2.91], [-0.06, -0.68, 2.98], [-0.10, -1.14, 1.69], [-0.01, -0.03, 0.85], [0.09, 1.06, 1.60], [0.12, 1.36, 3.69], [-0.10, -1.23, 3.91], [-0.19, -2.13, 1.29], [0.18, 2.09, 1.24]], "nbo_charge": [-0.34, 0.43, 1.43, -0.32, 0.42, 0.41, -0.32, 0.42, -0.32, 0.41, -0.32, -0.47, -0.02, -0.10, -0.75, 0.20, 0.47, 0.27, 0.24, 0.23]}

=====

[3]
{"formula": "C8H4NO5STl", "method": "the ωB97M-V functional and the def2-TZVPD basis", "relative_energy_ev": 5.848, "homo_ev": -15.947, "charge": 2, "elements": ["O", "C", "Tl", "O", "C", "C", "O", "C", "O", "C", "O", "H", "S", "C", "C", "N", "C", "H", "H", "H"], "positions_angstrom": [[3.08, 0.56, 1.28], [2.16, 0.57, 0.57], [0.62, 0.42, -0.70], [-0.62, 3.08, 0.71], [-0.14, 2.16, 0.17], [-0.86, 0.43, -1.98], [-1.73, 0.39, -2.74], [1.48, -1.21, -1.67], [1.00, -1.66, -2.65], [1.70, 1.53, -2.02], [2.35, 2.09, -2.79], [2.40, -1.57, -1.13], [-1.31, -1.90, 2.81], [-2.49, -0.84, 2.05], [-1.94, -0.18, 1.02], [-0.61, -0.55, 0.87], [-0.10, -1.40, 1.69], [-3.50, -0.72, 2.39], [-2.41, 0.55, 0.39], [0.92, -1.75, 1.73]], "lowdin_charge": [0.30, -0.05, 0.65, 0.29, 0.03, -0.06, 0.32, -0.33, 0.09, -0.04, 0.30, 0.10, 1.16, -0.27, -0.20, -0.20, -0.41, 0.10, 0.12, 0.11]}

=====

[4]
{"formula": "C8H4NOS6Ta", "method": "the ωB97M-V functional and the def2-TZVPD basis", "s_squared": 0.756, "spin_multiplicity": 2, "homo_ev": [-11.584, -11.610], "charge": 1, "elements": ["Ta", "S", "C", "S", "C", "C", "S", "S", "S", "O", "N", "C", "C", "C", "C", "C", "S", "H", "H", "H", "H"], "positions_angstrom": [[-1.09, 0.88, 0.40], [-4.84, -1.59, 4.56], [-4.10, -0.63, 3.49], [-4.48, -0.62, 1.80], [-3.36, 0.64, 1.31], [-2.59, 1.17, 2.31], [-1.30, 2.33, 2.18], [-2.85, 0.50, 3.92], [-3.31, 0.93, -0.42], [-0.13, 0.49, -1.30], [1.13, 0.09, -1.48], [1.54, -0.14, -2.75], [2.82, -0.56, -2.97], [3.68, -0.75, -1.88], [3.23, -0.51, -0.61], [1.92, -0.08, -0.40], [1.23, 0.30, 1.13], [0.81, 0.04, -3.52], [3.15, -0.74, -3.99], [4.69, -1.09, -2.04], [3.86, -0.64, 0.26]], "nbo_charge": [1.29, 0.13, -0.60, 0.51, -0.46, -0.49, 0.12, 0.51, 0.06, -0.59, 0.01, 0.05, -0.23, -0.11, -0.22, 0.04, -0.06, 0.26, 0.26, 0.25, 0.26]}

=====

[5]
{"formula": "C8H50Cl2O20", "method": "the ωB97M-V functional and the def2-TZVPD basis", "homo_ev": -8.660, "elements": ["Cl", "Cl", "C", "C", "C", "C", "C", "C", "C", "C", "H", "H", "H", "H", "H", "H", "H", "H", "H", "H", "O", "H", "H", "O", "H", "H", "O", "H", "H", "O", "H", "H", "O", "H", "H", "O", "H", "H", "O", "H", "H", "O", "H", "H", "O", "H", "H", "O", "H", "H", "O", "H", "H", "O", "H", "H", "O", "H", "H", "O", "H", "H", "O", "H", "H", "O", "H", "H", "O", "H", "H", "O", "H", "H", "O", "H", "H", "O", "H", "H"], "positions_angstrom": [[-1.74, -2.54, 3.31], [3.11, 0.64, -0.66], [1.03, 1.45, -2.21], [-0.72, -1.72, 2.05], [-0.45, -0.39, 2.24], [1.40, 0.75, -1.02], [-0.24, -2.36, 0.82], [0.29, 0.51, 1.25], [0.82, -1.49, 0.06], [0.37, -0.06, -0.19], [0.00, 1.46, -2.60], [1.80, 1.94, -2.79], [-0.97, 0.04, 3.10], [-1.06, -2.62, 0.16], [0.29, -3.30, 1.06], [-0.11, 1.53, 1.21], [1.31, 0.60, 1.60], [1.79, -1.51, 0.58], [0.97, -1.99, -0.90], [-0.64, -0.05, -0.66], [-0.02, -4.55, -2.00], [-0.04, -3.70, -2.55], [-0.93, -4.67, -1.57], [-2.53, 1.87, -1.35], [-1.97, 2.60, -0.93], [-2.63, 2.07, -2.34], [3.67, 1.82, -5.27], [3.38, 2.47, -6.00], [4.49, 1.33, -5.59], [-0.56, 1.02, 5.49], [0.00, 0.21, 5.24], [-0.28, 1.79, 4.89], [5.09, -0.35, -3.03], [4.99, -0.69, -2.09], [4.55, 0.50, -3.12], [3.60, -3.99, 0.79], [4.33, -4.55, 1.20], [2.85, -4.60, 0.50], [-1.16, 4.23, 0.16], [-1.25, 5.24, 0.22], [-1.48, 3.83, 1.04], [-0.76, 2.61, -4.83], [-0.78, 3.03, -5.75], [0.05, 2.96, -4.34], [1.44, 4.23, -4.04], [2.36, 4.49, -4.35], [0.99, 5.06, -3.66], [0.27, 2.77, 3.75], [1.10, 3.33, 3.59], [-0.51, 3.21, 3.29], [-2.68, -0.95, -2.11], [-2.68, -0.07, -2.61], [-1.82, -1.43, -2.33], [-3.45, 1.17, 1.49], [-3.01, 1.23, 0.58], [-3.69, 0.20, 1.66], [-0.51, -2.28, -3.55], [-1.09, -2.37, -4.38], [0.24, -1.64, -3.76], [-2.20, 3.31, 2.50], [-2.79, 2.58, 2.11], [-2.55, 3.53, 3.42], [1.62, -5.66, 0.51], [0.87, -5.83, -0.16], [1.23, -5.71, 1.44], [-2.31, -5.03, -0.61], [-2.31, -5.28, 0.37], [-3.26, -4.82, -0.88], [1.08, -1.18, 5.00], [2.06, -0.96, 5.07], [0.85, -1.30, 4.02], [-3.07, 0.14, 5.33], [-3.20, -0.47, 6.13], [-2.16, 0.56, 5.40], [-4.64, -0.87, 3.30], [-4.07, -0.33, 3.94], [-5.47, -0.32, 3.08], [4.62, 2.92, -2.57], [4.96, 3.81, -2.90], [3.94, 2.57, -3.23]], "lowdin_charge": [0.63, 0.73, 0.02, -0.60, -0.11, -0.59, -0.19, -0.14, -0.16, -0.33, 0.04, 0.01, 0.08, 0.10, 0.11, 0.10, 0.10, 0.11, 0.11, 0.13, -0.14, 0.01, 0.00, -0.11, 0.04, 0.08, -0.11, 0.08, 0.09, -0.13, 0.03, 0.01, -0.15, 0.04, 0.00, -0.15, 0.06, -0.01, -0.13, 0.08, 0.00, -0.14, 0.07, 0.00, -0.11, 0.08, 0.10, -0.09, 0.11, 0.05, -0.12, 0.05, 0.02, -0.10, 0.06, 0.08, -0.10, 0.12, 0.11, -0.12, 0.04, 0.12, -0.10, 0.08, 0.10, -0.10, 0.10, 0.10, -0.11, 0.10, 0.04, -0.14, 0.09, 0.01, -0.16, 0.00, 0.07, -0.14, 0.07, 0.00]}

=====

[6]
{"formula": "C8H5Br2ClF2", "method": "the ωB97M-V functional and the def2-TZVPD basis", "relative_energy_ev": 1.307, "homo_ev": [-8.961, -7.308], "elements": ["C", "C", "C", "C", "C", "C", "C", "C", "F", "F", "Cl", "Br", "Br", "H", "H", "H", "H", "H"], "positions_angstrom": [[0.94, 2.00, -1.16], [0.63, 0.88, -1.92], [0.39, 2.17, 0.10], [-0.24, -0.07, -1.43], [-0.49, 1.24, 0.60], [-0.83, 0.10, -0.17], [-1.74, -0.84, 0.35], [0.74, -2.10, 1.65], [-2.35, -0.64, 1.51], [1.22, -1.36, 2.67], [1.78, -2.00, 0.26], [-2.24, -2.43, -0.46], [0.26, -3.85, 2.21], [1.62, 2.74, -1.56], [1.07, 0.75, -2.90], [0.65, 3.03, 0.70], [-0.48, -0.94, -2.03], [-0.92, 1.35, 1.59]], "nbo_charge": [-0.21, -0.21, -0.21, -0.17, -0.18, -0.22, 0.34, 0.20, -0.32, -0.33, 0.03, 0.10, 0.08, 0.21, 0.22, 0.22, 0.22, 0.22]}

=====

Computed max |F| (Eh/bohr) in order:
0.01849; 0.08410; 0.26995; 0.01524; 0.09737; 0.01516